(1)
140
Properties=species:S:1:pos:R:3:mulliken_charge:R:1 method="wB97M-V/def2-TZVPD" lumo_energy_ha=0.018 smiles=C1CCOC1.C1CCOC1.C1CCOC1.C1CCOC1.C1CCOC1.C1CCOC1.C1CCOC1.C1CCOC1.CCO.CCO.CCO.CCO e_homo_ev=-9.080 gap_ev=9.5813 e_tot_ha=-2479.51982
C -3.033 1.983 5.029 -0.74
C -2.593 1.226 3.746 0.13
C -1.108 1.625 3.601 0.49
O -1.067 2.946 4.107 -0.43
C -1.963 3.057 5.201 -0.80
H -2.969 1.298 5.875 0.31
H -4.069 2.302 4.942 0.33
H -3.222 1.605 2.943 0.03
H -2.735 0.175 3.986 0.08
H -0.782 1.476 2.570 -0.72
H -0.466 0.955 4.180 0.35
H -2.243 4.104 5.355 0.37
H -1.438 2.968 6.162 0.40
C -3.518 3.003 0.374 -0.95
C -2.360 3.858 0.886 1.34
C -2.778 5.249 0.450 -0.53
O -3.372 5.025 -0.830 -0.50
C -3.808 3.650 -0.974 0.21
H -4.376 3.221 1.017 0.42
H -3.347 1.929 0.323 0.35
H -1.506 3.462 0.332 -0.66
H -2.172 3.724 1.952 -0.14
H -1.865 5.829 0.292 0.19
H -3.409 5.862 1.097 0.30
H -3.268 3.250 -1.827 -0.48
H -4.897 3.675 -1.016 0.36
C 0.219 -5.843 -2.862 -0.77
C -1.135 -5.520 -3.471 -0.60
C -1.581 -4.246 -2.806 -0.10
O -0.983 -4.374 -1.501 -0.27
C 0.075 -5.336 -1.403 0.10
H 1.022 -5.297 -3.364 0.23
H 0.479 -6.888 -3.030 0.42
H -1.829 -6.346 -3.326 0.31
H -0.926 -5.270 -4.515 0.31
H -2.665 -4.153 -2.804 0.13
H -1.134 -3.364 -3.273 0.17
H -0.173 -6.180 -0.758 0.29
H 0.936 -4.755 -1.083 -0.20
C -1.448 -4.336 4.110 -0.49
C -2.191 -4.782 2.854 -0.51
C -2.606 -3.456 2.186 -0.24
O -1.614 -2.529 2.567 -0.11
C -1.197 -2.817 3.888 -0.22
H -0.510 -4.873 4.225 0.21
H -2.100 -4.352 4.982 0.31
H -3.063 -5.345 3.189 0.35
H -1.637 -5.349 2.109 0.14
H -3.595 -3.102 2.497 0.31
H -2.606 -3.583 1.103 0.03
H -1.755 -2.193 4.591 0.30
H -0.126 -2.607 3.917 -0.05
C -0.307 -1.015 -0.227 0.43
C -0.426 0.216 -1.065 0.40
C 0.702 1.110 -0.529 0.61
O 1.751 0.153 -0.483 -0.53
C 1.208 -1.105 -0.029 0.78
H -0.815 -1.874 -0.671 -0.25
H -0.877 -0.889 0.698 -0.22
H -1.466 0.550 -1.026 0.50
H -0.170 -0.067 -2.090 -0.55
H 0.525 1.527 0.468 -1.39
H 0.908 1.919 -1.230 0.65
H 1.433 -1.191 1.038 -1.00
H 1.731 -1.896 -0.564 0.02
C -1.984 3.141 -5.346 -0.80
C -1.414 2.336 -4.183 1.05
C -1.814 0.890 -4.528 0.08
O -3.036 1.011 -5.215 -0.40
C -3.164 2.255 -5.851 -0.57
H -1.224 3.341 -6.100 0.36
H -2.302 4.104 -4.946 0.30
H -1.968 2.573 -3.274 -0.84
H -0.344 2.460 -4.027 0.25
H -1.888 0.177 -3.705 -0.25
H -1.111 0.373 -5.196 0.27
H -4.153 2.704 -5.772 0.37
H -2.991 2.090 -6.921 0.26
C 4.189 -0.917 -3.970 -0.62
C 2.928 -0.066 -4.063 -0.13
C 3.236 1.300 -3.416 0.39
O 4.549 1.122 -2.889 -0.47
C 4.950 -0.218 -2.835 -0.35
H 4.825 -0.785 -4.847 0.27
H 4.081 -1.984 -3.792 0.36
H 2.054 -0.507 -3.577 -0.18
H 2.589 0.091 -5.089 0.40
H 2.552 1.591 -2.620 -0.60
H 3.294 2.068 -4.188 0.54
H 4.734 -0.615 -1.835 0.07
H 6.037 -0.257 -2.925 0.39
C 3.130 -4.269 3.462 -0.50
C 2.763 -5.265 2.344 -0.65
C 2.684 -4.376 1.098 0.54
O 3.804 -3.530 1.209 -0.52
C 3.908 -3.197 2.629 0.26
H 3.699 -4.696 4.286 0.42
H 2.242 -3.843 3.930 0.02
H 1.870 -5.883 2.456 0.36
H 3.567 -5.977 2.152 0.31
H 1.758 -3.794 1.024 -0.48
H 2.854 -4.927 0.171 0.34
H 3.315 -2.278 2.617 -0.48
H 4.922 -2.934 2.914 0.41
C 0.275 5.852 2.505 -1.42
C 0.957 4.546 2.115 1.01
O 1.371 3.823 3.259 -0.52
H -0.590 5.650 3.138 0.26
H -0.136 6.363 1.631 0.32
H 0.988 6.533 2.967 0.38
H 1.854 4.644 1.499 0.31
H 0.335 3.851 1.537 -0.59
H 0.577 3.651 3.785 0.50
C -3.946 -1.576 -2.018 -0.52
C -4.681 -0.813 -3.099 -0.22
O -4.536 -1.451 -4.346 -0.63
H -2.864 -1.570 -2.168 -0.15
H -4.245 -2.624 -1.981 0.42
H -4.118 -1.131 -1.035 0.32
H -4.281 0.200 -3.197 0.04
H -5.708 -0.689 -2.739 0.35
H -4.234 -0.842 -5.029 0.42
C 2.154 0.153 3.493 -0.63
C 2.955 1.073 2.595 0.96
O 3.890 1.786 3.385 -0.55
H 2.866 -0.584 3.874 0.64
H 1.316 -0.254 2.927 -0.34
H 1.791 0.682 4.375 0.43
H 2.243 1.716 2.080 -0.63
H 3.459 0.507 1.805 -0.10
H 4.435 1.147 3.851 0.39
C 4.220 2.738 0.068 0.53
C 4.586 3.668 -1.078 -0.73
O 5.778 3.292 -1.760 -0.68
H 5.040 2.741 0.783 0.43
H 4.030 1.720 -0.278 -0.16
H 3.274 3.111 0.466 -0.46
H 4.696 4.648 -0.612 0.42
H 3.815 3.690 -1.855 0.27
H 5.599 2.445 -2.204 0.56

(2)
136
Properties=species:S:1:pos:R:3:mulliken_charge:R:1 method="wB97M-V/def2-TZVPD" charge=+4 lumo_energy_ha=-0.288 e_homo_ev=-17.863 e_above_lowest_kj_mol=374.7 gap_ev=10.0329 e_tot_ha=-2310.62269
Cl 0.213 0.165 -0.598 -0.82
C -0.239 2.489 4.096 -1.02
C 0.853 3.339 3.364 -0.51
C 1.641 2.450 2.341 -0.46
N 2.795 3.094 1.477 0.35
C 3.775 3.854 2.380 -1.12
C 3.555 2.045 0.664 -0.04
C 4.010 2.772 -0.615 -0.59
C 3.491 4.209 -0.492 -0.92
C 2.197 4.018 0.331 -0.29
H -0.659 2.964 4.982 0.46
H 0.205 1.553 4.436 0.37
H -1.198 2.255 3.634 0.00
H 1.511 3.758 4.126 0.45
H 0.331 4.086 2.765 0.42
H 0.985 1.984 1.605 -0.06
H 2.141 1.633 2.860 0.57
H 3.264 4.734 2.769 0.36
H 4.720 4.183 1.948 0.46
H 4.138 3.111 3.090 0.38
H 4.368 1.618 1.252 0.55
H 2.793 1.274 0.553 -0.40
H 5.096 2.704 -0.547 0.51
H 3.760 2.431 -1.620 0.38
H 4.203 4.915 -0.066 0.33
H 3.184 4.578 -1.470 0.48
H 1.952 5.022 0.676 0.36
H 1.337 3.523 -0.119 0.10
C 7.120 -2.141 2.134 -1.22
C 5.859 -2.533 1.364 -0.39
C 5.354 -1.610 0.217 -0.48
N 3.978 -2.073 -0.405 0.55
C 2.795 -2.082 0.678 -1.20
C 3.976 -3.396 -1.046 -0.78
C 3.067 -3.310 -2.293 -0.24
C 2.802 -1.844 -2.544 -0.06
C 3.668 -1.068 -1.531 -0.12
H 7.262 -2.809 2.983 0.38
H 7.001 -1.092 2.405 0.30
H 7.877 -2.224 1.355 0.34
H 5.038 -2.595 2.078 0.29
H 5.957 -3.523 0.918 0.38
H 6.108 -1.573 -0.570 0.50
H 5.264 -0.566 0.516 0.10
H 1.907 -2.325 0.095 0.30
H 2.829 -1.066 1.073 0.43
H 2.902 -2.891 1.402 0.47
H 3.622 -4.202 -0.404 0.36
H 4.990 -3.632 -1.369 0.44
H 2.105 -3.801 -2.151 -0.23
H 3.571 -3.805 -3.124 0.52
H 1.763 -1.523 -2.475 -0.39
H 3.135 -1.526 -3.532 0.67
H 3.231 -0.138 -1.168 -0.50
H 4.609 -0.823 -2.024 0.59
C -1.163 -5.252 -1.544 -1.09
C -1.444 -4.828 -2.942 -0.50
C -1.003 -3.326 -3.029 -0.65
N -1.722 -2.575 -4.211 0.35
C -1.587 -3.124 -5.612 -0.91
C -3.260 -2.403 -3.939 -0.43
C -3.686 -1.046 -4.476 -0.63
C -2.438 -0.168 -4.284 -0.45
C -1.224 -1.125 -4.151 0.09
H -0.138 -4.959 -1.319 0.14
H -1.082 -6.338 -1.486 0.49
H -1.770 -4.784 -0.769 0.19
H -2.489 -4.971 -3.215 0.38
H -0.847 -5.353 -3.688 0.41
H 0.035 -3.190 -3.331 0.61
H -1.339 -2.762 -2.159 0.01
H -0.506 -3.233 -5.695 0.39
H -1.903 -2.505 -6.452 0.35
H -2.098 -4.086 -5.663 0.36
H -3.827 -3.215 -4.393 0.42
H -3.511 -2.645 -2.906 0.08
H -3.889 -1.026 -5.546 0.34
H -4.514 -0.647 -3.890 0.38
H -2.312 0.556 -5.089 0.42
H -2.376 0.552 -3.469 0.00
H -0.526 -0.940 -4.968 0.41
H -0.830 -0.998 -3.142 -0.30
C -0.214 4.388 -2.468 -1.77
C -1.242 3.638 -1.614 1.04
C -2.233 4.611 -0.919 -1.14
N -3.036 4.075 0.303 0.56
C -2.188 3.240 1.312 -2.02
C -4.314 3.288 -0.062 -0.67
C -5.503 3.457 0.959 -0.65
C -5.076 4.821 1.700 -0.67
C -3.736 5.278 0.969 -0.81
H -0.792 4.966 -3.189 0.56
H 0.381 3.647 -3.001 0.36
H 0.417 5.095 -1.931 0.37
H -0.685 2.934 -0.996 -0.43
H -1.761 3.057 -2.376 0.08
H -2.992 4.980 -1.609 0.56
H -1.680 5.506 -0.634 0.48
H -2.209 2.175 1.079 0.52
H -2.688 3.179 2.279 0.67
H -1.178 3.636 1.414 0.59
H -3.960 2.261 -0.149 0.39
H -4.574 3.545 -1.088 0.56
H -5.575 2.625 1.660 0.24
H -6.419 3.515 0.370 0.40
H -4.966 4.596 2.760 0.31
H -5.880 5.557 1.674 0.36
H -2.928 5.587 1.632 0.45
H -3.976 6.132 0.336 0.51
C -0.046 -2.155 5.395 -1.46
C -0.483 -1.725 4.012 0.04
C -1.586 -2.757 3.463 -1.05
N -1.900 -2.457 2.009 0.50
C -0.654 -2.754 1.179 -0.31
C -2.448 -1.080 1.758 0.16
C -3.863 -1.175 1.137 -0.58
C -3.896 -2.528 0.587 -0.17
C -3.118 -3.371 1.622 -0.83
H -0.884 -2.708 5.819 0.35
H 0.284 -1.291 5.972 0.37
H 0.698 -2.943 5.281 0.39
H 0.301 -1.377 3.340 0.33
H -1.132 -0.893 4.284 0.11
H -2.499 -2.659 4.050 0.70
H -1.348 -3.820 3.435 0.47
H 0.099 -1.985 1.352 -0.25
H -0.980 -2.564 0.156 -0.07
H -0.383 -3.801 1.312 0.62
H -1.655 -0.406 1.433 -0.06
H -2.624 -0.671 2.753 0.12
H -3.985 -0.382 0.399 0.09
H -4.629 -1.250 1.910 0.38
H -3.448 -2.473 -0.405 -0.52
H -4.919 -2.900 0.523 0.78
H -2.816 -4.380 1.339 0.46
H -3.835 -3.485 2.434 0.44

(3)
158
Properties=species:S:1:pos:R:3:mulliken_charge:R:1 method="wB97M-V/def2-TZVPD" lumo_energy_ha=0.004 smiles="COCCOCCOC.COCCOCCOC.CNC(C)=O.CNC(C)=O.CNC(C)=O.CNC(C)=O.CNC(C)=O.CNC(C)=O.CNC(C)=O.CNC(C)=O.BrCCBr.BrCCBr" e_homo_ev=-9.056 gap_ev=9.1598 e_tot_ha=-13366.76732
C 17.593 23.105 17.924 -0.44
O 16.964 24.176 18.604 -0.48
C 16.559 25.152 17.666 -0.53
C 15.422 24.673 16.759 0.40
O 14.216 24.253 17.423 -0.45
C 13.376 23.387 16.687 -0.07
C 12.645 24.188 15.559 -0.43
O 11.975 23.129 14.808 -0.20
C 10.968 23.658 13.857 -0.48
H 16.858 22.540 17.302 0.12
H 18.066 22.475 18.717 0.28
H 18.399 23.462 17.295 0.30
H 17.343 25.330 16.866 0.27
H 16.402 26.087 18.207 0.37
H 15.866 23.997 16.061 -0.46
H 15.129 25.521 16.091 0.34
H 12.641 23.035 17.405 0.34
H 13.962 22.546 16.210 0.00
H 13.303 24.772 14.896 0.16
H 11.918 24.891 16.008 0.39
H 11.514 24.254 13.074 0.17
H 10.357 24.266 14.545 0.46
H 10.470 22.762 13.468 -0.11
C 18.029 10.363 7.932 -0.68
O 19.038 11.130 8.621 -0.36
C 19.385 12.343 8.040 -0.41
C 18.224 13.324 7.840 -0.59
O 17.438 13.601 8.963 -0.15
C 16.454 14.640 8.755 -1.19
C 15.499 14.733 9.901 -0.03
O 16.083 14.993 11.154 0.14
C 15.216 14.544 12.161 -0.87
H 18.483 10.153 6.958 0.33
H 17.060 10.841 7.783 0.24
H 17.815 9.471 8.495 0.26
H 19.853 12.321 7.034 0.35
H 20.124 12.756 8.754 0.16
H 17.640 12.991 6.944 0.43
H 18.793 14.287 7.536 0.28
H 15.974 14.381 7.798 0.55
H 16.876 15.616 8.652 0.43
H 15.011 13.732 9.958 0.46
H 14.763 15.425 9.579 -0.05
H 14.189 14.917 12.054 0.31
H 15.720 14.854 13.062 0.07
H 15.145 13.449 12.194 0.40
C 14.172 24.157 11.379 -1.19
N 13.869 22.738 11.346 1.12
C 13.538 21.999 10.247 0.57
C 13.427 22.635 8.894 -1.57
O 13.302 20.824 10.341 -0.16
H 13.751 24.614 12.269 0.13
H 13.756 24.687 10.535 0.58
H 15.265 24.397 11.397 0.23
H 14.099 22.144 12.134 -0.84
H 13.657 21.900 8.111 0.29
H 14.082 23.509 8.813 0.46
H 12.413 22.991 8.807 0.33
C 16.439 18.942 9.281 -0.92
N 15.041 18.895 9.019 0.75
C 14.579 17.910 8.196 0.66
C 13.087 17.960 7.798 -1.08
O 15.283 17.054 7.716 -0.63
H 16.818 18.010 9.730 -0.17
H 16.561 19.749 10.028 0.28
H 17.032 19.130 8.406 0.59
H 14.412 19.629 9.344 -0.06
H 12.561 18.789 8.299 -0.14
H 12.583 17.077 8.091 0.28
H 13.029 17.978 6.707 0.47
C 21.623 19.726 16.492 -0.89
N 20.445 19.073 16.063 -0.07
C 19.250 19.710 16.108 0.40
C 18.122 18.718 15.947 -0.33
O 19.126 20.900 16.339 -0.60
H 22.003 19.272 17.394 0.37
H 21.339 20.801 16.633 0.25
H 22.409 19.771 15.720 0.28
H 20.457 18.089 15.893 0.18
H 18.353 18.188 15.008 -0.20
H 17.115 19.154 16.098 0.14
H 18.303 17.899 16.644 0.51
C 19.775 19.136 9.784 -0.38
N 19.988 20.141 10.771 -0.18
C 19.698 19.966 12.078 0.60
C 19.984 21.190 12.912 -0.33
O 19.186 18.957 12.488 -0.42
H 19.057 18.396 10.182 -0.17
H 20.729 18.646 9.595 0.34
H 19.452 19.645 8.839 0.25
H 20.594 20.888 10.539 0.23
H 20.791 21.864 12.575 0.50
H 20.156 20.873 13.922 -0.37
H 19.082 21.804 12.969 -0.08
C 12.693 17.389 11.030 -1.09
N 11.834 16.931 12.043 0.71
C 10.525 16.843 11.829 0.78
C 9.741 16.169 12.969 -1.35
O 9.990 17.162 10.777 -0.70
H 12.991 16.557 10.438 0.98
H 13.564 17.870 11.482 -0.09
H 12.198 18.155 10.378 -0.18
H 12.260 16.498 12.859 -0.11
H 8.658 16.332 12.973 0.29
H 10.225 16.409 13.893 0.33
H 9.837 15.095 12.743 0.35
C 14.260 17.275 16.608 -0.54
N 13.660 15.953 16.503 -0.11
C 13.237 15.420 15.344 0.42
C 12.658 14.046 15.489 -1.50
O 13.372 16.062 14.313 -0.54
H 14.515 17.445 17.663 0.37
H 13.564 18.037 16.261 0.19
H 15.172 17.308 15.989 0.01
H 13.399 15.489 17.376 0.27
H 13.420 13.279 15.622 0.31
H 12.214 13.779 14.547 0.30
H 11.962 14.113 16.333 0.44
C 16.025 18.389 12.801 0.18
N 14.693 18.655 13.327 1.71
C 14.218 19.895 13.492 0.58
C 12.749 20.098 13.774 -0.23
O 14.974 20.833 13.324 -0.63
H 16.496 19.364 12.826 0.00
H 15.963 18.007 11.785 -0.44
H 16.630 17.725 13.405 -0.22
H 14.145 17.857 13.593 -0.47
H 12.561 21.121 13.539 -0.14
H 12.601 19.967 14.824 0.44
H 12.013 19.424 13.366 -0.44
C 19.331 25.718 12.103 -1.00
N 18.412 24.593 12.300 -0.04
C 17.535 24.646 13.322 -0.11
C 16.698 23.371 13.470 -0.24
O 17.485 25.517 14.143 -0.63
H 20.135 25.731 12.845 0.29
H 18.714 26.631 12.241 0.30
H 19.835 25.658 11.152 0.37
H 18.445 23.858 11.590 0.29
H 15.658 23.585 13.689 0.16
H 17.096 22.863 14.337 0.18
H 16.738 22.691 12.611 0.42
Br 9.100 19.896 13.386 -0.21
C 8.990 19.978 11.397 -0.68
C 10.313 20.491 10.882 0.39
Br 10.196 20.454 8.856 -0.17
H 8.122 20.610 11.163 0.49
H 8.826 18.950 11.064 0.44
H 11.079 19.829 11.227 -0.64
H 10.486 21.532 11.191 0.46
Br 20.593 15.340 10.040 -0.21
C 19.427 14.606 11.482 -0.40
C 19.290 15.678 12.551 -0.02
Br 18.441 15.114 14.261 -0.23
H 19.849 13.689 11.888 0.52
H 18.507 14.364 10.969 0.03
H 18.663 16.485 12.148 -0.30
H 20.287 15.967 12.687 0.61